No. 1
{
  "formula": "C12H25BiClNO2P2",
  "method": "ωB97M-V/def2-TZVPD",
  "charge": 2,
  "mol_weight_g_mol": 521.718,
  "homo_ev": [-14.25, -13.65],
  "total_energy_ev": -55353.063,
  "species": ["Bi", "P", "C", "C", "N", "C", "C", "C", "C", "C", "P", "H", "H", "H", "H", "H", "H", "H", "H", "O", "H", "H", "O", "H", "C", "H", "H", "H", "C", "H", "H", "H", "C", "H", "H", "H", "C", "H", "H", "H", "Cl", "C", "H", "H"],
  "xyz": [[-1.103, 0.749, 1.436], [-0.008, 2.505, -0.356], [0.721, 1.883, -1.962], [0.827, 0.405, -2.034], [0.461, -0.528, -0.999], [1.401, -1.431, -0.639], [2.468, -1.757, -1.492], [2.603, -1.118, -2.734], [1.683, -0.120, -3.065], [1.486, -2.120, 0.755], [-0.004, -1.842, 1.734], [1.643, 0.418, -4.022], [3.239, -2.445, -1.139], [3.366, -1.381, -3.460], [1.733, -3.185, 0.581], [2.387, -1.723, 1.262], [-2.460, 0.332, -3.483], [0.718, 2.495, -2.921], [-3.218, -1.693, -1.284], [-3.386, 0.590, -3.190], [-3.370, 1.563, -3.395], [-2.218, -0.061, 0.383], [-3.339, -1.382, -0.369], [-4.125, -0.945, 0.099], [-1.025, -3.215, 0.943], [-0.534, -4.187, 1.238], [-2.088, -3.240, 1.296], [-0.953, -3.103, -0.171], [0.389, -2.683, 3.344], [-0.335, -2.289, 4.077], [0.299, -3.792, 3.325], [1.399, -2.408, 3.699], [1.652, 3.013, 0.165], [1.973, 3.683, -0.628], [1.921, 3.423, 1.131], [2.285, 2.139, 0.081], [-0.907, 3.969, -0.759], [-1.187, 4.552, 0.109], [-0.340, 4.599, -1.434], [-1.841, 3.682, -1.224], [0.633, 2.550, 3.325], [-0.752, 1.430, 3.537], [-0.487, 0.666, 4.282], [-1.611, 2.000, 3.958]]
}

---

No. 2
{
  "formula": "C5H10O",
  "method": "ωB97M-V/def2-TZVPD",
  "charge": 0,
  "smiles": "C/C=C\\C.C=O",
  "mol_weight_g_mol": 86.134,
  "de_lowest_ev": 1.590,
  "homo_ev": -9.37,
  "total_energy_ev": -7393.175,
  "species": ["C", "C", "C", "O", "C", "C", "H", "H", "H", "H", "H", "H", "H", "H", "H", "H"],
  "xyz": [[1.104, -1.437, -0.108], [0.065, -0.920, 0.849], [0.943, 2.010, 0.286], [0.526, 2.352, -0.792], [-1.070, -0.292, 0.523], [-1.540, 0.045, -0.865], [1.000, -2.519, -0.250], [2.117, -1.262, 0.271], [1.029, -0.970, -1.094], [0.257, -1.109, 1.906], [1.842, 1.371, 0.396], [0.471, 2.328, 1.235], [-1.735, -0.003, 1.337], [-2.160, 0.947, -0.860], [-2.141, -0.772, -1.284], [-0.708, 0.233, -1.550]]
}

---

Question: Which formula does entry 1 have?
Answer: C12H25BiClNO2P2